(1)
A structure of composition C17H34O2P2Re at a distorted geometry, computed with ωB97M-V/def2-TZVPD.

Summary:
<S²> = 3.966
E = -42951.13668 eV
Multiplicity = 4
HOMO (alpha / beta) = -13.8 / -13.5 eV
Energy above the lowest of the compared OMol25 structures with the same formula, charge and spin = 263.7 kcal per mole
Total charge = +2

Positions of all 56 atoms, in Å:
P 0.028 -1.823 -4.223
P -0.607 1.911 -4.265
C -0.748 -0.713 -5.580
C -0.143 0.681 -5.685
H -1.795 -0.723 -5.265
H -0.710 -1.213 -6.553
H 0.947 0.572 -5.844
H -0.531 1.136 -6.597
C -1.723 3.117 -5.169
H -1.861 4.048 -4.592
H -2.685 2.581 -5.253
H -1.369 3.342 -6.189
C 1.069 3.027 -5.848
H 0.663 2.702 -6.830
H 2.053 2.579 -5.720
H 0.973 4.115 -5.817
C -1.202 -3.234 -4.337
H -1.048 -4.033 -3.607
H -1.292 -3.743 -5.319
H -2.154 -2.754 -4.102
C 0.923 -2.692 -5.950
H 1.711 -2.012 -6.337
H 0.186 -2.912 -6.760
H 1.340 -3.696 -5.787
Re -1.785 -0.352 -1.634
C 1.987 2.729 -2.983
C 1.036 3.128 -3.900
C -1.859 0.848 -3.335
C -0.590 -0.273 -3.224
C 2.250 -2.084 -4.059
C 2.851 -1.047 -3.435
C 2.378 0.380 -3.719
C 2.485 1.399 -2.583
C -0.975 -2.101 -0.736
H 2.406 3.526 -2.359
H 0.778 4.216 -3.779
H -2.699 0.901 -4.055
H -2.035 1.633 -2.556
H -3.241 -0.990 -2.058
H 0.387 0.360 -2.945
H 2.643 -3.128 -3.973
H 3.712 -1.120 -2.732
H 1.288 0.310 -3.898
H 2.805 0.725 -4.666
H 1.956 0.962 -1.695
H 3.521 1.397 -2.190
H 0.055 -1.773 -0.458
H -1.034 -2.955 -1.440
H -1.555 -2.328 0.181
C -0.290 2.045 1.480
C -0.412 1.007 0.399
O 0.616 0.453 -0.022
O -1.635 0.750 -0.079
H 0.754 2.214 1.743
H -0.809 1.738 2.379
H -0.720 2.980 1.154

***

(2)
The molecule C17H35BN2O7S, computed with ωB97M-V/def2-TZVPD.

Summary:
E = -47022.55470 eV
HOMO = -8.9 eV
SMILES = CCN[C@@H](S)O[C@@](CC=O)(B(O)O)[C@@H](CCN(CC)C(C)=O)OCC[C@H](C)O

Positions of all 63 atoms, in Å:
C 6.150 -1.410 0.322
C 5.096 -1.500 -0.767
N 3.752 -1.482 -0.189
C 2.741 -2.020 -1.059
S 2.553 -3.839 -0.967
O 1.482 -1.462 -0.794
C 1.123 -0.230 -1.447
C 2.247 0.820 -1.381
C 1.918 2.092 -2.119
O 2.685 2.626 -2.884
B 0.782 -0.463 -3.004
O 1.790 -0.802 -3.900
O -0.491 -0.312 -3.462
C -0.117 0.254 -0.683
C -1.173 -0.852 -0.552
C -2.580 -0.294 -0.697
N -3.594 -1.337 -0.526
C -4.920 -0.975 -1.079
C -5.958 -0.517 -0.058
C -3.660 -1.807 0.810
C -4.174 -3.216 0.939
O -3.283 -1.159 1.754
O 0.271 0.676 0.619
C -0.139 1.983 0.972
C 0.249 2.214 2.417
C 0.038 3.655 2.861
C 0.398 3.830 4.332
O -1.306 4.063 2.617
H 7.146 -1.507 -0.110
H 6.099 -0.458 0.850
H 6.023 -2.225 1.037
H 5.194 -0.657 -1.458
H 5.267 -2.417 -1.347
H 3.773 -2.003 0.680
H 3.054 -1.861 -2.095
H 2.431 -3.872 0.368
H 2.487 1.048 -0.339
H 3.160 0.450 -1.848
H 0.916 2.540 -1.967
H 2.444 -0.110 -4.039
H -0.515 -0.079 -4.396
H -0.560 1.102 -1.217
H -1.042 -1.271 0.446
H -1.020 -1.657 -1.270
H -2.687 0.131 -1.696
H -2.718 0.521 0.026
H -4.751 -0.174 -1.796
H -5.316 -1.819 -1.650
H -6.808 -0.076 -0.580
H -5.552 0.230 0.623
H -6.341 -1.352 0.529
H -5.010 -3.397 0.263
H -4.480 -3.406 1.966
H -3.358 -3.892 0.677
H -1.219 2.096 0.844
H 0.351 2.730 0.328
H 1.294 1.922 2.546
H -0.351 1.553 3.052
H 0.662 4.314 2.252
H 0.578 4.874 4.583
H -0.427 3.470 4.952
H 1.280 3.244 4.593
H -1.882 3.473 3.115

***

(3)
A cluster of 4 separate species, C17H35F2O17P3 in total at a distorted geometry, computed with ωB97M-V/def2-TZVPD.

Summary:
E = -86303.59775 eV
HOMO = -9.7 eV
SMILES = O=CC[C@@H](CC(=O)F)OC(=O)CC(=O)F.COP(=O)(OC)OC.COP(=O)(OC)OC.COP(=O)(OC)OC

Positions of all 74 atoms, in Å:
O -3.250 -3.010 -4.626
C -2.921 -2.009 -4.062
C -2.002 -2.111 -2.856
C -1.929 -0.831 -2.009
C -3.289 -0.261 -1.620
C -3.127 1.206 -1.267
O -2.548 1.989 -1.943
F -3.721 1.637 -0.146
O -1.002 -0.976 -0.920
C -1.470 -1.616 0.160
O -2.213 -2.543 0.168
C -0.992 -1.017 1.494
C -2.167 -0.397 2.202
O -2.377 0.767 2.291
F -3.007 -1.256 2.805
H -3.310 -1.023 -4.386
H -0.990 -2.243 -3.255
H -2.248 -3.001 -2.287
H -1.478 -0.092 -2.667
H -3.805 -0.800 -0.829
H -3.969 -0.252 -2.469
H -0.697 -1.873 2.098
H -0.195 -0.299 1.360
C 3.773 -1.337 -2.180
O 2.947 -0.297 -2.692
P 2.390 -0.397 -4.246
O 1.376 -1.490 -4.128
O 3.814 -0.934 -4.832
C 4.982 -0.118 -4.703
O 2.015 0.213 -5.768
C 1.042 1.273 -5.815
H 3.446 -1.543 -1.161
H 3.706 -2.251 -2.766
H 4.808 -0.993 -2.148
H 5.789 -0.723 -4.293
H 4.820 0.734 -4.040
H 5.285 0.243 -5.687
H 1.412 2.158 -5.296
H 0.099 0.949 -5.368
H 0.872 1.527 -6.859
C -4.470 -1.956 5.873
O -5.506 -1.232 6.528
P -7.043 -1.856 6.533
O -6.899 -2.998 7.483
O -7.006 -2.341 4.975
C -6.801 -1.379 3.940
O -8.717 -1.709 6.461
C -9.325 -0.829 7.424
H -3.586 -1.912 6.509
H -4.734 -2.997 5.704
H -4.236 -1.478 4.923
H -6.014 -1.737 3.277
H -6.505 -0.405 4.336
H -7.718 -1.267 3.359
H -8.994 0.199 7.270
H -9.081 -1.147 8.440
H -10.402 -0.874 7.286
C 8.127 0.855 0.342
O 6.924 1.585 0.551
P 6.335 2.545 -0.671
O 5.850 1.516 -1.638
O 7.810 3.124 -1.070
C 8.566 3.858 -0.107
O 5.638 3.932 -1.316
C 4.322 4.274 -0.837
H 7.978 -0.139 0.761
H 8.379 0.765 -0.712
H 8.948 1.337 0.876
H 9.576 3.449 -0.067
H 8.128 3.798 0.892
H 8.628 4.903 -0.410
H 4.348 4.500 0.229
H 3.623 3.455 -1.024
H 3.989 5.158 -1.374